No. 1
A structure of composition C27H28N5O8Re. Source: OMol25; level of theory: the ωB97M-V functional and the def2-TZVPD basis.

As for the charge: +1. The expectation value of S² is 0.9998. Its multiplicity is 2. The HOMO-LUMO gap (alpha / beta) comes out at 0.2473 / 0.2461 Eh.

Geometry (Å):
Re (-0.547, 0.835, -0.307)
C (-4.706, 1.550, -1.573)
O (-5.290, 0.780, -0.512)
C (-4.642, 0.545, 0.649)
C (-5.461, 0.210, 1.725)
C (-4.944, -0.003, 2.989)
C (-3.586, 0.122, 3.190)
C (-2.737, 0.392, 2.119)
C (-1.330, 0.451, 2.462)
N (-0.358, 0.630, 1.653)
N (0.970, 0.633, 2.151)
C (1.802, 0.778, 1.180)
O (1.450, 0.911, -0.122)
C (3.248, 0.762, 1.464)
C (4.152, 0.752, 0.403)
C (5.516, 0.694, 0.657)
C (5.975, 0.655, 1.967)
C (5.074, 0.670, 3.025)
C (3.712, 0.721, 2.779)
C (-3.260, 0.568, 0.821)
O (-2.483, 0.718, -0.292)
H (-5.543, 1.858, -2.189)
H (-4.015, 0.958, -2.164)
H (-4.197, 2.431, -1.184)
H (-6.527, 0.145, 1.536)
H (-5.606, -0.239, 3.814)
H (-3.164, 0.014, 4.184)
H (-1.047, 0.331, 3.505)
H (3.775, 0.783, -0.613)
H (6.221, 0.680, -0.166)
H (7.041, 0.614, 2.166)
H (5.438, 0.642, 4.045)
H (2.999, 0.733, 3.593)
O (-0.541, 4.915, -0.744)
C (-0.235, 3.783, -0.930)
O (-0.772, 2.747, -0.217)
C (0.793, 3.335, -1.908)
C (1.980, 4.033, -2.059)
C (3.021, 3.479, -2.792)
C (2.899, 2.207, -3.337)
C (1.707, 1.541, -3.173)
C (0.638, 2.108, -2.519)
N (1.578, 0.134, -3.616)
O (2.400, -0.300, -4.385)
O (0.715, -0.543, -3.064)
H (2.085, 4.997, -1.574)
H (3.949, 4.024, -2.909)
H (3.710, 1.730, -3.872)
H (-0.333, 1.592, -2.565)
C (0.844, -4.252, 0.720)
N (0.607, -2.926, 0.136)
C (1.826, -2.095, 0.073)
C (-0.545, -2.393, -0.301)
O (-0.500, -1.132, -0.555)
N (-1.722, -3.001, -0.534)
C (-2.872, -2.184, -0.953)
C (-2.124, -4.408, -0.394)
H (1.824, -4.215, 1.185)
H (0.868, -5.042, -0.026)
H (0.128, -4.485, 1.502)
H (2.647, -2.724, -0.267)
H (2.072, -1.694, 1.057)
H (1.711, -1.282, -0.631)
H (-2.560, -1.229, -1.339)
H (-3.553, -2.024, -0.115)
H (-3.402, -2.724, -1.734)
H (-1.314, -5.080, -0.227)
H (-2.618, -4.711, -1.314)
H (-2.840, -4.504, 0.422)

Results of the natural (NBO) charge analysis, in e, for atoms 1 through 5: Re 1.75; C -0.24; O -0.49; C 0.27; C -0.18

***

No. 2
A structure of composition C27H28NO7PS2SiZr. Source: OMol25; level of theory: the ωB97M-V functional and the def2-TZVPD basis.

As for the charge: 0. Its multiplicity is 1. The HOMO-LUMO gap comes out at 0.2789 Eh.

Geometry (Å):
Zr (-1.630, -1.045, 0.181)
O (-0.596, -3.025, -0.480)
S (-0.001, -3.114, 0.857)
O (0.082, -4.413, 1.442)
O (-0.786, -2.128, 1.669)
C (1.674, -2.470, 0.663)
C (2.688, -3.055, 1.396)
C (3.996, -2.618, 1.241)
C (4.288, -1.617, 0.329)
C (3.271, -1.047, -0.421)
C (1.950, -1.451, -0.250)
P (0.549, -0.738, -1.234)
C (1.167, -1.309, -2.861)
C (1.751, -0.467, -3.799)
C (2.150, -0.975, -5.026)
C (1.972, -2.317, -5.316)
C (1.405, -3.162, -4.373)
C (1.004, -2.661, -3.149)
C (0.712, 1.086, -1.276)
C (-0.250, 1.658, -2.119)
C (-0.491, 3.017, -2.080)
C (0.207, 3.820, -1.187)
C (1.176, 3.264, -0.370)
C (1.435, 1.903, -0.413)
H (2.439, -3.849, 2.081)
H (4.778, -3.066, 1.835)
H (5.304, -1.274, 0.206)
H (3.483, -0.285, -1.157)
H (1.868, 0.585, -3.585)
H (2.577, -0.314, -5.769)
H (2.258, -2.704, -6.282)
H (1.248, -4.206, -4.601)
H (0.516, -3.291, -2.420)
H (-0.797, 1.011, -2.794)
H (-1.241, 3.446, -2.726)
H (-0.008, 4.876, -1.128)
H (1.715, 3.886, 0.328)
H (2.195, 1.489, 0.230)
O (-1.613, -1.227, -2.687)
S (-2.859, -0.990, -1.977)
O (-4.026, -0.777, -2.760)
O (-2.520, 0.196, -1.052)
O (-3.021, -2.050, -0.914)
C (-3.499, 1.214, 3.826)
Si (-3.106, 0.949, 1.950)
C (-3.986, -0.736, 1.537)
C (-3.730, 2.441, 0.917)
N (-1.469, 0.574, 1.552)
C (-0.380, 1.109, 2.188)
C (0.840, 0.414, 2.162)
C (1.958, 0.866, 2.832)
C (1.905, 2.038, 3.567)
C (0.716, 2.751, 3.601)
C (-0.400, 2.315, 2.915)
H (-4.495, 1.616, 3.984)
H (-2.800, 1.892, 4.301)
H (-3.438, 0.271, 4.359)
H (-4.898, -0.898, 2.111)
H (-3.302, -1.590, 1.742)
H (-4.262, -0.740, 0.477)
H (-4.800, 2.595, 1.003)
H (-3.491, 2.250, -0.126)
H (-3.236, 3.363, 1.208)
H (0.855, -0.526, 1.632)
H (2.877, 0.299, 2.786)
H (2.772, 2.384, 4.108)
H (0.659, 3.661, 4.184)
H (-1.310, 2.897, 2.931)

Results of the natural (NBO) charge analysis, in e, for atoms 1 through 5: Zr 2.05; O -0.95; S 2.40; O -0.89; O -0.98

***

No. 3
A structure of composition C27H29As2InN2O3S4SbSe4. Source: OMol25; level of theory: the ωB97M-V functional and the def2-TZVPD basis.

As for the charge: -1. Its multiplicity is 1. The HOMO-LUMO gap comes out at 0.2385 Eh.

Geometry (Å):
In (0.585, 1.136, -2.357)
O (0.589, -0.887, -3.480)
N (-0.271, -1.763, -3.195)
N (-0.865, -1.571, -2.075)
O (-0.588, -0.557, -1.288)
C (-1.828, -2.526, -1.634)
C (-1.976, -3.747, -2.283)
C (-2.905, -4.652, -1.800)
C (-3.674, -4.353, -0.681)
C (-3.510, -3.132, -0.045)
C (-2.587, -2.210, -0.518)
H (-1.372, -3.971, -3.150)
H (-3.028, -5.603, -2.303)
H (-4.395, -5.069, -0.309)
H (-4.105, -2.887, 0.826)
H (-2.443, -1.252, -0.041)
S (2.849, 1.329, -3.308)
S (3.817, 2.312, -1.785)
S (3.201, 4.253, -1.823)
S (1.251, 4.055, -1.043)
C (-3.884, 1.893, 0.169)
As (-2.418, 3.165, 0.498)
C (-2.980, 3.684, 2.320)
C (-3.245, 4.694, -0.398)
H (-4.847, 2.340, 0.423)
H (-3.746, 0.984, 0.759)
H (-3.876, 1.622, -0.886)
H (-4.042, 3.934, 2.357)
H (-2.399, 4.552, 2.634)
H (-2.777, 2.872, 3.021)
H (-4.281, 4.804, -0.074)
H (-3.211, 4.567, -1.480)
H (-2.685, 5.595, -0.152)
O (1.119, 1.137, -0.256)
As (1.605, -0.224, 0.570)
C (3.152, 0.322, 1.561)
C (3.332, 1.688, 1.749)
C (4.436, 2.138, 2.457)
C (5.351, 1.228, 2.970)
C (5.171, -0.135, 2.774)
C (4.070, -0.592, 2.065)
C (0.260, -0.759, 1.821)
C (-0.918, -0.029, 1.871)
C (-1.891, -0.376, 2.799)
C (-1.686, -1.450, 3.655)
C (-0.503, -2.177, 3.598)
C (0.478, -1.827, 2.684)
C (2.128, -1.740, -0.470)
C (3.275, -1.637, -1.249)
C (3.633, -2.692, -2.074)
C (2.858, -3.842, -2.104)
C (1.722, -3.946, -1.313)
C (1.349, -2.891, -0.496)
H (2.625, 2.386, 1.317)
H (4.588, 3.200, 2.594)
H (6.216, 1.583, 3.516)
H (5.894, -0.840, 3.163)
H (3.943, -1.654, 1.885)
H (-1.056, 0.801, 1.187)
H (-2.811, 0.192, 2.851)
H (-2.451, -1.720, 4.372)
H (-0.345, -3.013, 4.268)
H (1.405, -2.388, 2.644)
H (3.865, -0.729, -1.240)
H (4.506, -2.603, -2.707)
H (3.135, -4.659, -2.759)
H (1.110, -4.839, -1.349)
H (0.441, -2.950, 0.093)
Se (0.879, 3.759, -5.647)
Sb (-0.879, 4.286, -4.132)
Se (-2.821, 5.635, -4.529)
Se (0.091, 5.582, -2.074)
Se (-1.635, 2.162, -2.964)

Results of the Mulliken charge analysis, in e, for atoms 1 through 5: In 0.67; O -0.40; N -0.87; N 1.20; O 0.00

***

No. 4
A structure of composition C27H29B2BrF4IN8O6V. Source: OMol25; level of theory: the ωB97M-V functional and the def2-TZVPD basis.

As for the charge: +3. The expectation value of S² is 0.7564. Its multiplicity is 2. The HOMO-LUMO gap (alpha / beta) comes out at 0.1950 / 0.1111 Eh.

Geometry (Å):
V (0.335, -0.434, 0.279)
C (-1.351, -4.205, -1.262)
C (-1.028, -2.983, -0.494)
N (0.086, -2.352, -0.535)
O (0.992, -2.730, -1.499)
B (1.110, -1.553, -2.317)
F (-0.057, -0.870, -2.515)
F (1.990, -1.663, -3.310)
O (1.843, -0.565, -1.103)
N (1.394, 0.701, -0.888)
C (1.841, 1.800, -1.333)
C (2.846, 1.898, -2.419)
C (0.489, 2.744, 0.635)
N (-0.344, 1.501, 0.713)
O (-1.289, 1.621, 1.632)
B (-2.666, 1.062, 1.203)
F (-3.517, 1.503, 2.149)
F (-2.879, 1.387, -0.103)
O (-2.552, -0.420, 1.364)
N (-1.701, -1.059, 0.577)
C (-2.022, -2.284, 0.323)
C (-3.297, -2.926, 0.728)
C (-0.029, 3.989, 1.305)
H (-0.472, -4.617, -1.745)
H (-2.093, -3.953, -2.026)
H (-1.811, -4.942, -0.604)
H (2.726, 1.085, -3.133)
H (3.849, 1.842, -1.981)
H (2.750, 2.853, -2.931)
H (-3.980, -2.209, 1.167)
H (-3.094, -3.719, 1.454)
H (-3.765, -3.393, -0.140)
H (0.794, 4.435, 1.868)
H (-0.861, 3.785, 1.970)
H (-0.349, 4.707, 0.555)
O (-1.023, 0.587, 4.363)
C (-0.052, 0.144, 5.170)
C (-0.276, -0.280, 6.474)
C (0.791, -0.690, 7.246)
C (2.103, -0.722, 6.749)
C (2.332, -0.354, 5.456)
C (1.268, 0.108, 4.636)
C (1.576, 0.570, 3.341)
O (0.588, -0.807, 1.721)
N (0.987, 1.637, 2.782)
N (1.123, 1.718, 1.427)
C (1.253, 3.021, -0.674)
C (0.439, 3.800, -1.679)
Br (-1.043, 2.806, -2.327)
C (0.643, 5.061, -2.055)
C (1.700, 5.983, -1.662)
C (1.345, 7.332, -1.536)
C (2.278, 8.274, -1.143)
C (3.590, 7.896, -0.894)
C (3.967, 6.573, -1.058)
C (3.032, 5.622, -1.439)
H (-1.883, 0.646, 4.804)
H (-1.279, -0.266, 6.885)
H (0.605, -0.997, 8.268)
H (2.915, -1.037, 7.388)
H (3.336, -0.375, 5.047)
H (2.529, 0.318, 2.887)
H (0.059, 1.900, 3.137)
H (2.099, 3.643, -0.362)
H (-0.114, 5.496, -2.702)
H (0.328, 7.641, -1.746)
H (1.983, 9.311, -1.046)
H (4.323, 8.636, -0.602)
H (5.000, 6.285, -0.916)
H (3.384, 4.618, -1.644)
I (5.928, -5.908, 1.137)
C (4.900, -4.247, 0.676)
C (5.063, -3.457, -0.486)
N (4.209, -2.473, -0.378)
N (3.444, -2.523, 0.775)
C (3.856, -3.580, 1.406)
H (5.730, -3.577, -1.327)
H (4.013, -1.739, -1.047)
H (3.430, -3.877, 2.352)

Results of the Mulliken charge analysis, in e, for atoms 1 through 5: V 0.01; C -1.72; C 0.69; N 0.93; O -0.77

***

Number 1: strongest force on any atom 0.0216 hartree/bohr. Number 2: strongest force on any atom 0.0699 hartree/bohr. Number 3: strongest force on any atom 0.0031 hartree/bohr. Number 4: strongest force on any atom 0.0591 hartree/bohr.